(1)
{
  "formula": "C4H2CaLiO2",
  "method": "the ωB97M-V functional and the def2-TZVPD basis",
  "orbital_gap_ha": 0.2222,
  "homo_ev": -10.660,
  "charge": 1,
  "e_tot_ev": -26908.295,
  "elements": ["O", "C", "C", "C", "C", "O", "Li", "H", "H", "Ca"],
  "positions_angstrom": [[-0.4259, -0.9313, -1.3159], [0.7984, -0.5132, -1.0529], [1.7852, -0.1609, -0.4343], [-1.3274, -0.5269, 1.8238], [-1.1271, 0.7157, 1.6836], [-0.5487, 1.7954, 1.4799], [0.6561, 2.0042, 0.0521], [-0.6050, -0.9923, -2.2694], [2.7844, 0.1160, -0.1333], [-1.9899, -1.5068, 0.1666]],
  "lowdin_charge": [-0.1164, -0.2403, 0.1465, -0.3686, -0.5964, -0.2285, 0.7903, 0.1589, 0.0775, 1.3770]
}

=====

(2)
{
  "formula": "C4H2Cl2F3I",
  "method": "the ωB97M-V functional and the def2-TZVPD basis",
  "orbital_gap_ha": 0.3690,
  "smiles": "FC1(F)CC(Cl)(Cl)[C@@]1(F)I",
  "homo_ev": -9.957,
  "e_tot_ev": -45476.748,
  "elements": ["F", "C", "F", "C", "C", "Cl", "Cl", "C", "F", "I", "H", "H"],
  "positions_angstrom": [[0.3269, -1.4950, 1.5930], [0.1116, -1.0560, 0.3342], [0.0525, -2.1556, -0.3769], [1.1730, 0.0415, -0.0368], [0.1208, 1.0836, -0.3619], [-0.1499, 1.2537, -2.1491], [0.0307, 2.5728, 0.4074], [-1.1250, -0.0647, 0.2710], [-1.3606, 0.4357, 1.4913], [-2.8646, -0.5144, -0.8243], [1.9980, 0.1904, 0.7007], [1.6865, -0.2919, -1.0487]],
  "lowdin_charge": [0.0962, -0.5717, 0.1213, -0.1146, -1.1735, 0.5495, 0.7335, -0.8189, -0.0489, 0.9410, 0.1390, 0.1471]
}

=====

(3)
{
  "formula": "C4H2ClF",
  "method": "the ωB97M-V functional and the def2-TZVPD basis",
  "orbital_gap_ha": 0.3755,
  "smiles": "C#C/C(Cl)=C/F",
  "homo_ev": -9.466,
  "e_tot_ev": -19417.385,
  "elements": ["C", "C", "C", "Cl", "C", "F", "H", "H"],
  "positions_angstrom": [[0.5155, -1.8772, 0.9703], [0.1046, -0.8248, 0.5673], [-0.5392, 0.3306, -0.0280], [-2.2035, 0.6504, 0.4184], [0.2007, 1.1601, -0.7827], [-0.3292, 2.2992, -1.2756], [1.0330, -2.7271, 1.1890], [1.2182, 0.9887, -1.0586]],
  "lowdin_charge": [0.1434, -0.1633, -0.6575, 0.6773, -0.1426, 0.0121, 0.0070, 0.1236]
}

=====

(4)
{
  "formula": "C4H2ClF5O2SbSe4Ti",
  "method": "the ωB97M-V functional and the def2-TZVPD basis",
  "orbital_gap_ha": 0.2385,
  "homo_ev": -5.109,
  "charge": -1,
  "e_tot_ev": -325429.476,
  "elements": ["Ti", "Se", "Sb", "Se", "Se", "Se", "Cl", "C", "C", "O", "O", "H", "H", "F", "C", "F", "C", "F", "F", "F"],
  "positions_angstrom": [[-0.2632, -0.0610, -0.1102], [-4.8372, -0.4463, 1.6164], [-3.0861, 1.1289, 1.3443], [-2.1100, 1.0861, -1.0651], [-0.8223, 0.1560, 2.1780], [-3.0321, 3.4214, 2.0101], [3.5331, 2.9745, -1.4764], [2.5309, 2.5382, -0.0752], [1.7616, 1.2642, -0.3502], [1.7933, 0.3317, 0.4997], [0.9947, 1.1866, -1.3468], [1.8089, 3.3356, 0.0938], [3.1650, 2.4131, 0.7953], [-1.7871, -2.7836, 0.3946], [-0.9654, -2.1638, -0.4792], [-1.5198, -2.2920, -1.7306], [0.3652, -2.8930, -0.5485], [1.1643, -2.1237, -1.3415], [0.9437, -2.9493, 0.6554], [0.3626, -4.1236, -1.0640]],
  "lowdin_charge": [0.3826, -0.1543, -0.2247, 0.2166, 0.2201, -0.1888, 0.5811, -0.4718, -0.7330, -0.1112, -0.1244, 0.0963, 0.0825, 0.0490, -0.4654, 0.0231, -0.6018, 0.1101, 0.1495, 0.1645]
}

=====

(5)
{
  "formula": "C4H2ClFOS",
  "method": "the ωB97M-V functional and the def2-TZVPD basis",
  "orbital_gap_ha": 0.3416,
  "smiles": "Fc1c(S)coc1Cl",
  "homo_ev": -8.694,
  "e_tot_ev": -32300.293,
  "elements": ["F", "C", "C", "S", "C", "O", "C", "Cl", "H", "H"],
  "positions_angstrom": [[-0.3618, 1.9430, 0.1010], [-0.0281, 0.6172, 0.0987], [1.1721, -0.2557, -0.1289], [2.8177, 0.1971, -0.0802], [0.7534, -1.5288, 0.1356], [-0.7117, -1.5439, 0.0839], [-1.0589, -0.2944, 0.1110], [-2.6359, 0.0906, -0.1082], [2.2347, 1.3920, 0.3016], [1.4107, -2.4514, -0.0598]],
  "lowdin_charge": [0.0369, -0.2484, -0.6393, 0.8302, -0.0793, -0.0125, -0.8195, 0.8518, -0.0731, 0.1532]
}

=====

(6)
{
  "formula": "C4H2ClN",
  "method": "the ωB97M-V functional and the def2-TZVPD basis",
  "orbital_gap_ha": 0.3843,
  "smiles": "N#CC#CCCl",
  "homo_ev": -10.584,
  "e_tot_ev": -18188.815,
  "elements": ["N", "C", "C", "C", "C", "Cl", "H", "H"],
  "positions_angstrom": [[-0.5718, -0.1329, 3.7004], [-0.6343, -0.0874, 2.4574], [-0.6502, -0.2475, 1.0425], [-0.3892, -0.1069, -0.1373], [0.4231, 0.0604, -1.4595], [-0.3947, 0.2198, -2.9335], [1.1052, 0.9578, -0.9454], [1.1119, -0.6633, -1.7247]],
  "lowdin_charge": [0.1267, -0.1890, -0.0499, -0.0296, -0.6748, 0.6351, 0.1635, 0.0181]
}

=====

(7)
{
  "formula": "C4H2ClN",
  "method": "the ωB97M-V functional and the def2-TZVPD basis",
  "orbital_gap_ha": 0.3894,
  "smiles": "N#CC#CCCl",
  "homo_ev": -10.718,
  "e_tot_ev": -18190.174,
  "elements": ["N", "C", "C", "C", "C", "Cl", "H", "H"],
  "positions_angstrom": [[2.8765, -0.3248, -2.1569], [1.8191, -0.6690, -1.7741], [0.6951, -0.8012, -0.9947], [-0.2799, -0.5461, -0.2709], [-1.4457, -0.3910, 0.6104], [-1.2345, 1.0786, 1.6678], [-2.3443, -0.3412, 0.0054], [-1.5367, -1.2776, 1.3153]],
  "lowdin_charge": [0.1628, -0.2337, -0.0193, -0.0656, -0.5547, 0.5313, 0.0761, 0.1030]
}

=====

(8)
{
  "formula": "C4H2ClO2",
  "method": "the ωB97M-V functional and the def2-TZVPD basis",
  "orbital_gap_ha": 0.2914,
  "homo_ev": -4.091,
  "charge": -1,
  "e_tot_ev": -20798.147,
  "elements": ["C", "C", "C", "C", "O", "O", "Cl", "H", "H"],
  "positions_angstrom": [[0.1420, 0.9008, -0.0452], [0.7065, -0.1163, -0.8437], [0.0114, 0.1547, 1.0808], [0.6015, -0.9875, 0.3800], [1.0690, -0.2245, -1.9758], [-0.4584, 0.3962, 2.2361], [2.2386, -1.6462, 0.9011], [-0.1057, 1.8671, -0.2642], [-0.0819, -1.7859, 0.2729]],
  "lowdin_charge": [0.0034, -0.5340, -0.5173, -0.5383, 0.0162, -0.0814, 0.4946, 0.0691, 0.0877]
}

=====

(9)
{
  "formula": "C4H2F2OS",
  "method": "the ωB97M-V functional and the def2-TZVPD basis",
  "orbital_gap_ha": [0.2391, 0.2391],
  "homo_ev": [-10.168, -10.170],
  "e_tot_ev": -22489.293,
  "elements": ["C", "C", "C", "C", "O", "F", "F", "S", "H", "H"],
  "positions_angstrom": [[-0.9104, 0.9040, 0.0145], [0.3555, 1.0827, 0.5105], [-1.0812, -0.4645, -0.5578], [-0.1880, -1.2888, 0.0239], [1.9720, -0.6932, 1.7121], [-1.9188, -0.7006, -1.5288], [1.5439, -2.0326, -1.7950], [1.4165, -0.4610, 0.3737], [-1.8265, 1.6165, 0.2971], [0.6370, 2.0376, 0.9500]],
  "lowdin_charge": [-0.0441, -0.1280, -0.3596, 0.0859, -0.4644, 0.1663, -0.5028, 0.9736, 0.1751, 0.0980]
}

=====

(10)
{
  "formula": "C4H2F3N3O2",
  "method": "the ωB97M-V functional and the def2-TZVPD basis",
  "orbital_gap_ha": [0.3040, 0.2697],
  "homo_ev": [-8.297, -10.864],
  "e_tot_ev": -20890.974,
  "multiplicity": 3,
  "elements": ["C", "C", "C", "C", "N", "N", "N", "O", "O", "F", "F", "F", "H", "H"],
  "positions_angstrom": [[1.1974, -0.3202, 0.2018], [1.2236, -1.6535, 0.0493], [-0.2466, 0.0643, 0.0827], [-0.5341, 1.0199, -1.0883], [-0.0733, -2.1334, -0.1621], [-0.9077, -1.2383, -0.1545], [-0.8377, 0.6330, 1.3760], [-0.3061, 0.2674, 2.3824], [-1.7735, 1.3604, 1.2553], [0.1019, 0.6010, -2.1882], [-1.8165, 1.1228, -1.3855], [-0.0674, 2.2434, -0.8151], [1.9934, 0.3725, 0.3823], [2.0465, -2.3394, 0.0639]],
  "lowdin_charge": [0.0017, -0.0676, -0.2499, -0.6009, 0.0997, 0.1521, -0.3402, 0.1254, 0.1363, 0.1636, 0.1783, 0.1666, 0.1233, 0.1116]
}

=====

(11)
{
  "formula": "C4H2FNOS",
  "method": "the ωB97M-V functional and the def2-TZVPD basis",
  "orbital_gap_ha": 0.3059,
  "smiles": "Fc1cocnc1=S",
  "homo_ev": -8.933,
  "e_tot_ev": -21268.805,
  "elements": ["F", "C", "C", "O", "C", "N", "C", "S", "H", "H"],
  "positions_angstrom": [[1.3941, 1.9416, -0.0549], [0.5778, 0.8816, -0.0722], [-0.7301, 1.0673, -0.0230], [-1.5109, -0.0531, 0.1723], [-0.9495, -1.2449, -0.0439], [0.2938, -1.4883, -0.1538], [1.2278, -0.4478, 0.0092], [2.7939, -0.5750, 0.0722], [-1.3744, 1.9857, 0.1258], [-1.7226, -2.0673, -0.0317]],
  "lowdin_charge": [0.0526, -0.3009, 0.0093, 0.0156, -0.1846, 0.0918, -0.8239, 0.8085, 0.1703, 0.1615]
}

=====

(12)
{
  "formula": "C4H2FO2",
  "method": "the ωB97M-V functional and the def2-TZVPD basis",
  "orbital_gap_ha": 0.2415,
  "smiles": "[O-]C1=C(/C=C/F)O1",
  "homo_ev": -2.319,
  "charge": -1,
  "e_tot_ev": -10989.856,
  "elements": ["O", "C", "C", "C", "C", "F", "O", "H", "H"],
  "positions_angstrom": [[2.4795, 0.9797, 1.9492], [1.4448, 0.9468, 1.3497], [0.6213, 0.3529, 0.4289], [-0.4343, -0.1358, -0.4139], [-0.7871, -1.2049, -1.2503], [-2.0376, -1.0231, -1.9083], [0.2627, 1.6114, 1.4600], [-1.1183, 0.6163, -0.4164], [-0.4310, -2.1433, -1.1990]],
  "lowdin_charge": [0.0315, -0.6633, -0.0072, -0.1031, -0.1609, -0.1392, -0.0381, 0.0605, 0.0198]
}

=====

Per-record relative energy (zero: lowest compared OMol25 entry of this formula, charge and spin), eV: 0.0000 0.0000 0.1239 0.4984 1.3788 1.6076 0.2492 0.4274 7.2407 0.3534 0.3790 2.0797